Entry 1:
{
  "formula": "C11H4N2O5Tb",
  "method": "ωB97M-V/def2-TZVPD",
  "spin_multiplicity": 7,
  "charge": 3,
  "homo_ev": [-20.24, -20.25],
  "s2": 12.668,
  "gap_ev": [5.93, 6.27],
  "lumo_energy_ha": [-0.526, -0.514],
  "species": ["O", "C", "Tb", "O", "C", "C", "O", "C", "O", "C", "O", "N", "C", "C", "C", "C", "N", "C", "C", "H", "H", "H", "H"],
  "positions_angstrom": [[-1.72, -6.06, -1.20], [-1.41, -4.99, -0.98], [-0.42, -1.50, -0.29], [-3.66, -0.94, -1.86], [-2.65, -1.15, -1.37], [1.56, -2.74, 0.61], [2.48, -3.26, 1.04], [0.55, -1.82, -2.57], [1.01, -1.91, -3.62], [-1.65, -2.06, 1.81], [-2.20, -2.27, 2.79], [1.59, 5.62, 1.10], [1.28, 4.51, 0.89], [0.89, 3.16, 0.62], [0.35, 2.86, -0.63], [-0.01, 1.54, -0.85], [0.17, 0.61, 0.12], [0.71, 0.91, 1.33], [1.09, 2.21, 1.63], [0.20, 3.63, -1.41], [-0.46, 1.15, -1.81], [0.80, 0.04, 2.04], [1.52, 2.46, 2.61]],
  "mulliken_spin": [0.002, -0.002, 6.009, 0.001, -0.003, -0.003, 0.001, -0.003, 0.001, -0.003, 0.001, -0.002, 0.001, -0.003, -0.001, 0.001, 0.007, 0.001, -0.001, 0.000, -0.001, -0.001, 0.000]
}

Entry 2:
{
  "formula": "C11H50N6O18",
  "method": "ωB97M-V/def2-TZVPD",
  "spin_multiplicity": 2,
  "charge": -1,
  "homo_ev": [-0.19, -7.28],
  "s2": 0.750,
  "gap_ev": [2.34, 9.35],
  "lumo_energy_ha": [0.079, 0.076],
  "species": ["C", "C", "O", "O", "H", "H", "H", "H", "H", "H", "C", "C", "O", "O", "H", "H", "H", "H", "H", "H", "C", "C", "O", "O", "H", "H", "H", "H", "H", "H", "C", "C", "O", "O", "H", "H", "H", "H", "H", "H", "C", "O", "N", "N", "H", "H", "H", "H", "C", "O", "N", "N", "H", "H", "H", "H", "C", "O", "N", "N", "H", "H", "H", "H", "O", "H", "H", "O", "H", "H", "O", "H", "H", "O", "H", "H", "O", "H", "H", "O", "H", "H", "O", "H", "H"],
  "positions_angstrom": [[7.08, -8.56, -27.56], [6.25, -7.52, -28.45], [5.70, -8.28, -29.55], [6.26, -9.70, -27.14], [7.66, -8.16, -26.73], [7.86, -8.93, -28.22], [7.03, -6.76, -28.59], [5.44, -6.98, -27.97], [5.41, -7.66, -30.23], [5.42, -9.41, -26.79], [2.64, -11.79, -30.00], [4.10, -11.24, -29.93], [4.64, -11.39, -28.61], [1.73, -10.79, -30.31], [2.41, -12.27, -29.04], [2.72, -12.64, -30.68], [4.20, -10.20, -30.26], [4.77, -11.70, -30.65], [5.20, -10.63, -28.42], [1.92, -9.97, -29.85], [-0.91, -13.50, -31.03], [-2.27, -13.01, -31.06], [-2.84, -12.68, -29.81], [-0.87, -14.73, -30.31], [-0.12, -12.79, -30.76], [-0.67, -13.88, -32.02], [-3.03, -13.67, -31.49], [-2.37, -12.13, -31.70], [-3.05, -13.53, -29.42], [-0.44, -14.55, -29.47], [0.07, -13.78, -26.22], [-1.35, -13.20, -26.05], [-1.69, -12.88, -24.69], [0.30, -14.22, -27.57], [0.41, -14.58, -25.56], [0.78, -12.99, -25.98], [-2.14, -13.85, -26.45], [-1.37, -12.36, -26.73], [-1.21, -12.05, -24.64], [1.24, -14.39, -27.63], [7.51, -9.67, -32.17], [7.65, -10.19, -33.25], [7.16, -8.42, -31.95], [7.80, -10.17, -30.97], [7.20, -8.18, -30.97], [6.64, -7.85, -32.60], [8.23, -11.08, -31.07], [7.36, -9.82, -30.13], [8.00, -13.73, -28.92], [8.73, -12.74, -29.08], [8.52, -14.89, -28.53], [6.78, -13.69, -28.92], [9.51, -15.07, -28.54], [7.95, -15.52, -27.99], [6.28, -12.82, -28.89], [6.26, -14.50, -28.63], [-0.95, -8.80, -28.80], [0.24, -8.67, -29.01], [-1.68, -9.69, -29.40], [-1.69, -8.19, -27.94], [-2.58, -9.99, -29.06], [-1.17, -10.11, -30.17], [-2.66, -8.44, -27.81], [-1.25, -7.41, -27.48], [7.95, -11.55, -26.46], [7.88, -12.13, -27.22], [7.46, -10.76, -26.71], [5.17, -13.44, -33.34], [4.43, -12.83, -33.37], [5.80, -13.08, -33.97], [2.46, -15.13, -30.84], [2.85, -14.69, -30.08], [3.20, -15.55, -31.28], [1.10, -10.38, -33.61], [1.01, -11.23, -33.18], [0.96, -9.74, -32.91], [3.00, -14.70, -27.38], [2.89, -13.92, -26.83], [3.87, -15.04, -27.14], [2.57, -8.14, -29.83], [2.96, -7.97, -28.98], [1.63, -7.97, -29.70], [3.29, -12.12, -25.92], [3.96, -12.09, -26.60], [3.50, -11.39, -25.34]],
  "mulliken_spin": [0.196, 1.032, -0.476, -1.358, -0.223, 0.097, 0.021, -0.529, 0.124, 0.869, 0.719, -0.452, 0.571, -0.017, -0.030, 0.025, 0.047, -0.039, -0.053, 0.018, 0.006, 0.000, -0.003, 0.000, 0.001, -0.002, 0.000, -0.001, 0.001, 0.001, -0.011, 0.016, -0.036, -0.015, 0.014, 0.066, 0.010, 0.028, 0.004, 0.054, 0.001, -0.002, -0.017, -0.017, -0.017, -0.002, 0.001, 0.015, 0.103, -0.021, -0.003, -0.089, -0.002, -0.012, -0.044, 0.024, 0.586, -0.333, -0.083, -0.045, 0.010, 0.032, -0.022, -0.001, 0.098, -0.007, 0.289, 0.000, -0.001, 0.000, -0.005, 0.001, 0.000, -0.006, 0.002, -0.005, 0.003, 0.019, 0.052, -0.249, 0.101, 0.084, -0.356, 0.124, 0.114]
}

Going through the records in order, we get calculated total energy values of -47090.73481; -58012.42831 eV.